Record 1
Computed, not measured: a cluster of 2 separate species, C5H8BrNO2 in total, with ωB97M-V/def2-TZVPD.

## Properties
<S²> = 2.010
lowest unoccupied orbital energy (spin up / spin down) = 0.351 / -3.532 eV
multiplicity = 3
Kohn-Sham gap (spin up / spin down) = 9.03 / 5.85 eV

Element x y z (Å)
C -0.479964 -0.806528 -0.295510
C 2.490525 -1.985890 -0.288902
C -2.483431 0.072793 0.748481
C -0.579690 1.640625 -0.030593
C -1.180549 0.269115 0.042916
N 3.276794 -1.286382 -0.866278
O 3.395965 -0.125214 -1.426568
O 2.059613 -2.867514 0.296066
Br 3.653350 1.279652 -0.065719
H -0.942232 -1.809136 -0.130510
H -2.418927 -0.604708 1.605162
H -3.330239 -0.153635 0.195544
H -2.610023 1.027451 1.189727
H 0.433626 1.537653 -0.368447
H -0.815072 2.339455 0.704285
H -1.029910 2.185820 -0.896720
H 0.560170 -0.713562 -0.412927

Force components x, y, z for each atom (eV/Å):
-1.40 -0.83 0.93
1.06 0.31 0.09
1.27 0.82 1.32
-0.95 -0.62 -3.25
0.45 -0.83 0.50
0.71 0.60 -1.58
-0.53 -2.36 -1.84
-1.54 -1.52 1.05
0.39 2.83 2.31
0.70 0.83 -0.36
0.19 -0.22 -0.37
-1.49 -0.47 -1.36
-0.97 1.01 0.68
0.81 0.34 0.56
0.20 0.66 2.01
-0.02 -0.52 0.14
1.11 -0.02 -0.83

Atomic partial charges in e from the Löwdin method, atoms 1 to 2: 0.029 -0.319



Record 2
Computed, not measured: the molecule C5H8BrNO3, with ωB97M-V/def2-TZVPD.

## Properties
lowest unoccupied orbital energy (spin up / spin down) = 0.282 / 0.281 eV
Kohn-Sham gap (spin up / spin down) = 8.98 / 8.98 eV
structure (SMILES) = C[C@H](/C=C/O)O/[N+]([O-])=C/Br

Element x y z (Å)
C -0.475195 0.829713 -0.573325
C 0.789204 0.122704 -0.508140
C -0.873760 1.386746 -1.922979
C 1.451855 -0.085579 0.613660
C -0.408966 -1.565249 1.323421
N -1.096694 -0.462456 1.140976
O -1.535555 0.012856 -0.141665
O -1.295801 0.439750 1.997607
O 2.537180 -0.897473 0.789645
Br 0.041035 -2.147850 3.077599
H -0.485729 1.683738 0.252845
H 0.746071 -0.605585 -1.341846
H -0.095274 1.165234 -2.612213
H -1.749139 0.873713 -2.366556
H -0.989323 2.498416 -1.794682
H 1.212468 0.498726 1.498081
H -0.498851 -2.337085 0.545358
H 2.726475 -1.410320 0.022214

Force components x, y, z for each atom (eV/Å):
0.18 4.13 2.18
-0.17 -1.41 -1.99
-0.54 0.78 0.26
1.70 0.44 -0.14
-2.01 -0.83 -0.46
-1.61 1.73 2.01
-0.08 -3.54 0.95
0.60 -1.28 -0.18
-0.82 0.88 1.26
-0.25 0.54 -1.00
0.26 -1.30 -1.80
1.20 0.20 0.27
0.85 0.20 -0.68
0.08 0.57 0.62
-0.20 -1.20 -0.65
0.27 -0.04 0.07
0.45 0.61 0.41
0.07 -0.49 -1.12

Atomic partial charges in e from the Löwdin method, atoms 1 to 2: -0.451 -0.097



Record 3
Computed, not measured: a cluster of 2 separate species, C5H8BrOS in total, with ωB97M-V/def2-TZVPD.

## Properties
lowest unoccupied orbital energy = 3.264 eV
Kohn-Sham gap = 6.74 eV
net charge = -1

Element x y z (Å)
C -1.973617 -0.985815 0.233352
C 1.766691 0.936064 0.828310
C -0.365400 -0.155746 -1.659510
C 0.811717 -0.175115 1.068415
C -1.012647 -0.014221 -0.317600
O -2.903921 -0.618322 0.941753
S -1.603672 -2.583856 -0.226601
Br -1.539434 1.814308 0.015986
H 2.318416 0.798505 -0.101504
H 2.493698 0.974882 1.647779
H 1.253204 1.897818 0.802727
H 0.488265 0.518402 -1.748465
H -0.039781 -1.184659 -1.792458
H -1.074016 0.088657 -2.456842
H 0.278482 -0.146500 2.008710
H 1.102016 -1.164404 0.755942

Force components x, y, z for each atom (eV/Å):
-0.53 -0.66 0.25
0.01 0.00 -0.08
0.00 0.05 -0.19
-2.76 0.02 -1.70
3.49 0.96 1.73
-0.01 0.17 0.14
0.01 -0.88 -0.02
-0.08 0.36 -0.11
0.02 0.06 -0.05
0.07 0.06 -0.03
-0.04 0.09 -0.02
-0.05 0.07 0.00
-0.04 0.02 0.04
-0.03 -0.02 -0.03
-0.09 -0.06 0.08
0.03 -0.25 0.00

Atomic partial charges in e from the Löwdin method, atoms 1 to 2: -1.123 -0.199



Record 4
Computed, not measured: the molecule C5H8BrP, with ωB97M-V/def2-TZVPD.

## Properties
lowest unoccupied orbital energy = 0.929 eV
Kohn-Sham gap = 9.62 eV
structure (SMILES) = CP1C=C(Br)CC1

Element x y z (Å)
C -0.388425 -1.272176 -0.742459
C 0.072576 -1.461199 0.483331
C 0.899968 -0.389605 1.119772
C 1.260963 0.604732 0.012935
C -1.352752 1.313352 -0.863898
P 0.116141 0.333332 -1.450339
Br -0.284265 -3.021097 1.521004
H -0.991413 -1.975769 -1.291116
H 0.320009 0.083706 1.918254
H 1.792956 -0.817149 1.580929
H 1.205578 1.641770 0.345031
H 2.279276 0.425040 -0.339569
H -1.141593 2.372440 -1.002357
H -1.574269 1.112509 0.182802
H -2.214750 1.050113 -1.474321

Force components x, y, z for each atom (eV/Å):
0.16 0.00 -0.12
-0.10 -0.29 -0.01
0.04 0.08 0.15
0.04 0.02 -0.36
0.30 -0.09 -0.19
-0.11 0.16 0.49
0.02 0.18 -0.13
-0.11 -0.18 0.05
0.04 -0.06 0.03
-0.07 0.03 0.04
0.02 -0.01 -0.02
-0.06 0.03 0.04
-0.06 0.09 -0.01
-0.04 0.01 0.04
-0.08 0.03 0.00

Atomic partial charges in e from the Löwdin method, atoms 1 to 2: -0.339 -0.796



Record 5
Computed, not measured: the molecule C5H8ClF, with ωB97M-V/def2-TZVPD.

## Properties
lowest unoccupied orbital energy = 0.945 eV
Kohn-Sham gap = 10.40 eV
structure (SMILES) = CC[C@@H](Cl)/C=C/F

Element x y z (Å)
C -1.864704 1.476168 -0.592195
C -1.230183 1.156758 0.822146
C -0.234091 -0.147930 0.645827
C 0.887699 0.141245 -0.261877
C 2.123655 -0.252299 0.155461
H -2.214283 2.620465 -0.675400
H -1.005528 1.553299 -1.417269
H -2.722608 0.695550 -1.041703
H -2.024090 0.820049 1.569090
H -0.785961 2.048717 1.147976
H 0.107803 -0.464724 1.629836
H 0.589936 0.859016 -1.081800
H 1.905306 -0.724773 1.140006
F 3.163204 0.375852 -0.272261
Cl -1.200804 -1.472584 -0.202150

Force components x, y, z for each atom (eV/Å):
-0.44 1.12 -2.34
-1.74 -3.52 -1.80
-1.64 1.42 -0.55
1.07 0.96 -0.21
-5.87 1.43 0.79
0.17 -2.67 0.58
-1.89 -0.57 1.70
2.43 2.33 1.54
0.96 0.61 -1.01
1.19 0.88 0.72
-0.35 -0.43 -0.11
1.16 -1.16 0.75
2.40 -0.21 -0.47
2.57 -0.25 -0.42
0.00 0.08 0.83

Atomic partial charges in e from the Löwdin method, atoms 1 to 2: -0.188 -0.231



Record 6
Computed, not measured: a structure of composition C5H8ClN2, with ωB97M-V/def2-TZVPD.

## Properties
lowest unoccupied orbital energy = -3.443 eV
Kohn-Sham gap = 10.33 eV
net charge = +1

Element x y z (Å)
C -0.738650 1.602169 0.174441
C -1.527823 0.543413 0.215998
C -0.371837 -1.129047 0.112530
C 0.752233 1.480287 0.403965
C 1.300709 0.449182 -0.704201
N 0.708512 -0.859991 -0.511471
N -0.832432 -2.311858 0.377585
Cl -3.052683 0.166238 -0.245227
H -1.163848 2.516835 0.072680
H 1.404058 2.330581 0.309759
H 0.942956 1.024294 1.412766
H 1.091137 1.006783 -1.710971
H 2.354715 0.365309 -0.380448
H 1.337987 -1.640324 -0.711692
H -1.732353 -2.292376 0.833551
H -0.472674 -3.251492 0.350730

Force components x, y, z for each atom (eV/Å):
1.19 -2.22 1.13
3.74 -3.01 -0.65
-2.70 3.49 -0.07
0.10 -2.81 -0.41
-0.19 3.02 1.15
1.96 -0.71 -0.82
-1.79 -0.10 1.12
-1.19 -0.05 0.06
-1.34 2.75 -0.42
-0.49 0.78 -0.04
-0.16 0.44 -0.81
0.67 -1.78 1.49
-0.31 -0.06 -1.12
-0.20 0.21 -0.16
-0.19 -0.07 0.04
0.89 0.13 -0.49

Atomic partial charges in e from the Löwdin method, atoms 1 to 2: -0.114 -0.558



Record 7
Computed, not measured: a cluster of 2 separate species, C5H8ClN3O4 in total, with ωB97M-V/def2-TZVPD.

## Properties
lowest unoccupied orbital energy = 0.139 eV
Kohn-Sham gap = 8.99 eV
structure (SMILES) = CN/C(O)=C(\Cl)[N+](=O)[O-].CN=C=O

Element x y z (Å)
C 1.212552 0.780662 0.206143
C -1.142812 -1.419156 0.608603
C 3.578768 0.134588 -0.580547
C -3.408756 -1.261611 -0.418762
C -0.104542 0.986724 -0.137789
N 2.159308 0.527085 -0.727451
N -2.288933 -1.521543 0.412027
N -1.105578 1.222218 0.787076
O -2.263836 1.387343 0.387062
O 1.511651 0.826965 1.456621
O -0.054680 -1.564392 0.961953
O -0.798689 1.241379 1.996709
Cl -0.628486 0.832375 -1.771228
H 4.175556 1.013982 -0.557934
H 3.664781 -0.268622 0.417592
H 3.717057 -0.614786 -1.240158
H -2.922818 -0.900407 -1.298364
H -3.849754 -2.174394 -0.726322
H -3.955569 -0.499504 -0.059474
H 1.794697 0.283171 -1.691550
H 0.710093 0.987927 1.975791

Force components x, y, z for each atom (eV/Å):
0.69 -0.38 -0.54
-0.93 -1.46 0.21
-2.57 2.04 3.77
3.33 -1.43 -1.80
-1.22 0.54 -1.21
-0.99 -0.57 -1.79
-1.72 -0.19 0.43
-0.62 0.38 -0.95
0.79 0.05 0.61
3.21 -0.29 -0.28
2.96 -0.02 0.69
-0.43 0.21 0.57
0.14 0.04 -0.06
0.87 0.46 -0.79
0.22 -0.39 0.34
1.18 -2.01 -2.39
-0.24 0.56 -1.13
-1.05 -0.73 0.29
-2.45 2.15 1.44
0.24 0.83 1.96
-1.40 0.21 0.61

Atomic partial charges in e from the Löwdin method, atoms 1 to 2: -0.412 -0.414



Record 8
Computed, not measured: the ion C5H8ClO2 with charge +1, with ωB97M-V/def2-TZVPD.

## Properties
lowest unoccupied orbital energy = -4.161 eV
Kohn-Sham gap = 9.91 eV
net charge = +1

Element x y z (Å)
C -0.564339 -0.357945 -0.205673
C -1.584164 -1.523147 1.718125
C 1.012530 1.410447 -0.145535
C -0.504811 -0.260377 -1.675106
C 2.307105 1.351801 0.037940
O -1.170943 -1.312704 0.336403
O 0.024492 0.565121 0.429994
Cl 3.426580 2.377134 -0.659874
H -2.010733 -2.418002 1.833162
H -0.675132 -1.356860 2.299118
H 0.681611 2.035490 -0.920810
H -1.108482 -1.053133 -2.087899
H 0.510646 -0.191870 -1.983173
H -0.874903 0.651281 -2.024866
H -2.144332 -0.694520 2.230423
H 2.674875 0.777284 0.817772

Force components x, y, z for each atom (eV/Å):
0.46 0.72 -1.74
2.95 5.35 1.76
-0.45 0.09 -1.51
-0.60 -1.89 0.50
-0.73 -0.04 1.15
-1.56 -0.18 -0.19
1.11 0.29 2.74
0.27 0.47 -0.59
-1.47 -3.39 -0.08
0.26 -1.03 0.07
-1.10 0.84 -0.66
0.33 -0.31 -0.47
0.99 -0.69 -0.40
-1.05 1.68 -0.16
-0.37 -0.53 -1.62
0.95 -1.38 1.20

Atomic partial charges in e from the Löwdin method, atoms 1 to 2: -0.354 0.079



E: -2974.31159, -3049.60074, -3242.74959, -3110.66985, -755.26826, -764.69172, -1120.60953, -805.63994 (Ha)
Largest force on an atom: 0.0714, 0.0909, 0.0781, 0.0103, 0.1184, 0.0943, 0.0971, 0.1235 (hartree/bohr)